1.
{
  "formula": "C20H30FO15Pt",
  "method": "ωB97M-V/def2-TZVPD",
  "homo_lumo_gap_ev": [6.149, 4.645],
  "fmax_ha_per_bohr": 0.117,
  "multiplicity": 3,
  "total_charge": 1,
  "e_tot_ev": -57891.74496,
  "e_homo_ev": [-12.27, -12.27],
  "de_lowest_ev": 1.449,
  "symbols": ["Pt", "F", "C", "C", "C", "O", "C", "O", "O", "H", "H", "H", "H", "H", "H", "C", "C", "C", "O", "C", "O", "O", "H", "H", "H", "H", "H", "H", "C", "C", "C", "O", "C", "O", "O", "H", "H", "H", "H", "H", "H", "C", "C", "C", "O", "C", "O", "O", "H", "H", "H", "H", "H", "H", "C", "C", "C", "O", "C", "O", "O", "H", "H", "H", "H", "H", "H"],
  "xyz": [[-2.7188, -0.2879, 0.4778], [-0.7045, 0.2786, -0.0311], [-3.0664, -0.5401, -6.2078], [-2.7960, -1.6596, -5.1052], [-1.3228, -1.8426, -4.9015], [-1.2590, -1.7675, -3.4340], [-2.4175, -1.2705, -2.9426], [-2.6064, -0.9517, -1.7425], [-3.2968, -1.1443, -3.9032], [-2.6262, 0.4335, -5.9922], [-4.1336, -0.3516, -6.0915], [-2.7431, -0.9028, -7.1835], [-3.3015, -2.6040, -5.3068], [-0.6765, -1.1084, -5.3823], [-0.9184, -2.7562, -5.3373], [2.7990, -2.5055, 2.1736], [1.6847, -3.1247, 1.2224], [1.4964, -2.5142, -0.1293], [1.5826, -3.5101, -1.0710], [1.9699, -4.6157, -0.5031], [2.1408, -5.6628, -1.1820], [2.0325, -4.4725, 0.8113], [2.5609, -1.4614, 2.3768], [3.7917, -2.5945, 1.7321], [2.7268, -3.0322, 3.1252], [0.7062, -3.1257, 1.7026], [2.3023, -1.8039, -0.3142], [0.6373, -1.8655, -0.3001], [-0.4039, 4.7606, -2.2004], [0.1172, 3.5954, -3.0802], [-0.3763, 2.1885, -2.8476], [-0.5599, 1.6884, -4.1619], [-0.5265, 2.6757, -5.0126], [-0.7526, 2.5262, -6.2099], [-0.2754, 3.8663, -4.4132], [-1.4534, 5.0161, -2.3471], [0.1484, 5.6951, -2.2995], [-0.3829, 4.5106, -1.1396], [1.2050, 3.5861, -3.0111], [-1.2517, 2.1339, -2.2005], [0.3685, 1.5790, -2.3359], [2.0788, 1.9904, 3.4589], [1.3633, 1.8742, 2.0558], [0.7759, 3.0989, 1.4385], [1.3700, 3.1938, 0.1758], [2.1423, 2.1216, -0.0600], [2.7072, 1.9703, -1.1423], [2.3860, 1.5399, 1.1215], [2.8694, 2.7407, 3.4539], [2.4918, 1.0320, 3.7735], [1.3218, 2.1529, 4.2261], [0.5727, 1.1242, 2.0781], [0.9146, 3.9969, 2.0405], [-0.2681, 2.8491, 1.2492], [-1.0233, -2.3734, 6.5918], [-0.9500, -1.0193, 5.8905], [0.3942, -0.7145, 5.2966], [0.1521, -0.6558, 3.9225], [-1.1272, -0.7637, 3.6875], [-1.6383, -0.5654, 2.5770], [-1.7447, -1.1268, 4.7731], [-0.5044, -2.4034, 7.5499], [-0.6511, -3.1578, 5.9328], [-2.0676, -2.4987, 6.8781], [-1.1243, -0.2042, 6.5929], [1.0981, -1.5180, 5.5136], [0.7606, 0.2586, 5.6233]]
}

2.
{
  "formula": "C20H30N3O5PPb",
  "method": "ωB97M-V/def2-TZVPD",
  "homo_lumo_gap_ev": [6.028, 2.427],
  "fmax_ha_per_bohr": 0.105,
  "total_charge": 4,
  "e_tot_ev": -50423.61127,
  "e_homo_ev": [-20.93, -20.93],
  "symbols": ["N", "C", "C", "H", "H", "H", "N", "C", "C", "H", "H", "H", "N", "C", "C", "H", "H", "H", "Pb", "C", "O", "C", "O", "C", "C", "C", "C", "C", "C", "H", "H", "H", "H", "H", "H", "C", "C", "O", "P", "O", "C", "C", "O", "C", "C", "H", "H", "H", "H", "H", "H", "H", "H", "H", "H", "H", "H", "H", "H", "H"],
  "xyz": [[4.0297, -0.2298, 1.3959], [4.8337, 0.1116, 2.1588], [5.8751, 0.5434, 3.0591], [6.4976, 1.2999, 2.5654], [6.4931, -0.3193, 3.3325], [5.4218, 0.9714, 3.9593], [-1.8662, -3.6666, 1.1757], [-2.4873, -4.6002, 1.4845], [-3.2543, -5.7758, 1.8459], [-2.5879, -6.6128, 2.0834], [-3.9071, -6.0607, 1.0138], [-3.8721, -5.5544, 2.7212], [-0.0125, 0.8225, -3.9502], [-0.5087, 1.2674, -4.9003], [-1.1007, 1.7973, -6.1073], [-2.1737, 1.9520, -5.9313], [-0.9610, 1.0820, -6.9296], [-0.6226, 2.7542, -6.3591], [1.6262, -1.1118, -1.3302], [-1.1504, -1.3101, -1.2802], [-2.2843, -1.2177, -1.2168], [1.2896, -1.1472, 1.6671], [1.5129, -1.4621, 2.7384], [3.1126, -3.0815, -0.9059], [3.6085, -2.5201, -2.0997], [2.7769, -2.3817, -3.2194], [1.4389, -2.8159, -3.1655], [0.9285, -3.3652, -1.9654], [1.7669, -3.5132, -0.8335], [3.7898, -3.1904, -0.0540], [4.6592, -2.2201, -2.1762], [3.1916, -1.9785, -4.1508], [0.8192, -2.7198, -4.0626], [-0.1180, -3.6863, -1.9100], [1.3782, -3.9767, 0.0808], [-1.4065, 3.1954, -1.8549], [-0.3191, 2.4787, -1.0941], [-0.8840, 1.6142, -0.0783], [-0.1706, 1.5250, 1.4364], [-0.3199, 3.0990, 1.9179], [-0.9380, 3.6698, 3.0991], [-0.7081, 5.1642, 3.0305], [-1.3527, 0.7407, 2.2090], [-2.7580, 0.9292, 1.8594], [-3.4968, -0.2594, 2.4159], [-1.9147, 2.4992, -2.5275], [-0.9316, 3.9639, -2.4696], [-2.1303, 3.6690, -1.1825], [0.2951, 1.8696, -1.7731], [0.3435, 3.2095, -0.6066], [-2.0192, 3.4510, 3.1073], [-0.4851, 3.2383, 4.0049], [0.3547, 5.4054, 2.9231], [-1.2633, 5.6080, 2.1958], [-1.0663, 5.6329, 3.9483], [-3.0821, 1.8837, 2.2963], [-2.8366, 0.9942, 0.7657], [-2.9849, -0.6357, 3.3071], [-4.5195, 0.0295, 2.6711], [-3.5492, -1.0593, 1.6650]]
}